{
  "formula": "C3H5N5",
  "method": "ωB97M-V/def2-TZVPD",
  "elements": ["C", "C", "C", "N", "N", "N", "N", "N", "H", "H", "H", "H", "H"],
  "xyz": [[2.919, 0.711, -0.121], [0.528, 0.276, 0.178], [-1.628, -0.783, 0.109], [-2.244, 0.496, -0.256], [-1.646, 1.501, -0.143], [1.790, 0.444, -0.148], [-0.519, 1.840, 0.146], [-0.228, -0.720, -0.193], [3.974, 0.907, -0.141], [-1.824, -0.918, 1.185], [-2.116, -1.590, -0.447], [-0.118, 2.766, 0.268], [0.136, -1.440, -0.837]],
  "lowdin_charge": [0.4477, -0.0465, -0.0726, 0.1781, 0.0115, 0.2014, 0.2190, 0.1596, 0.1710, 0.1717, 0.1645, 0.1842, 0.2104],
  "charge": 2,
  "e_homo_ev": [-18.72, -19.12],
  "e_above_lowest_kcal_mol": 87.6
}


{
  "formula": "C3H14N6O3S",
  "method": "ωB97M-V/def2-TZVPD",
  "elements": ["N", "C", "N", "C", "N", "N", "C", "N", "N", "S", "O", "O", "O", "H", "H", "H", "H", "H", "H", "H", "H", "H", "H", "H", "H", "H", "H"],
  "xyz": [[-2.003, -1.516, 0.262], [-1.901, -0.037, 0.379], [-2.595, 0.463, -0.840], [-0.396, 0.344, 0.570], [-0.253, 1.856, 0.685], [0.131, -0.309, 1.786], [0.408, -0.026, -0.666], [0.235, 0.927, -1.717], [0.401, -1.512, -1.016], [2.229, 0.125, -0.116], [2.513, 1.451, 0.375], [2.983, -0.276, -1.317], [2.623, -0.989, 0.956], [-1.325, -1.911, 0.851], [-1.757, -1.824, -0.712], [-2.381, 0.248, 1.378], [-2.681, 1.535, -0.881], [-2.065, 0.124, -1.679], [0.707, 2.098, 1.181], [-1.048, 2.210, 1.253], [0.935, 0.293, 1.930], [-0.431, -0.290, 2.671], [0.050, 1.831, -1.260], [1.153, 0.988, -2.204], [0.921, -2.226, -0.400], [0.671, -1.723, -1.940], [2.878, -1.852, 0.470]],
  "lowdin_charge": [0.0238, -0.3980, 0.0332, -0.5290, 0.0348, 0.0696, -0.5057, 0.0863, 0.0604, 0.6556, -0.2887, -0.3350, -0.2018, 0.0186, 0.0751, 0.1485, 0.1034, 0.0721, 0.1157, 0.0896, 0.0425, 0.1196, 0.0815, 0.1015, 0.1225, 0.0643, 0.1397],
  "e_homo_ev": -8.67,
  "smiles": "NC(N)C(N)(N)C(N)(N)S(=O)(=O)O",
  "e_above_lowest_kcal_mol": 58.3
}


{
  "formula": "C28H40NO2Pd",
  "method": "ωB97M-V/def2-TZVPD",
  "elements": ["O", "C", "C", "H", "H", "C", "H", "H", "C", "H", "H", "H", "C", "H", "H", "H", "Pd", "C", "C", "C", "H", "C", "C", "H", "H", "H", "H", "C", "C", "C", "H", "C", "C", "H", "H", "H", "H", "O", "C", "C", "H", "H", "C", "H", "H", "C", "H", "H", "H", "H", "C", "N", "C", "C", "C", "C", "C", "C", "C", "C", "H", "H", "H", "H", "H", "H", "H", "H", "H", "H", "H", "H"],
  "xyz": [[-0.281, 1.361, -5.172], [0.956, 2.087, -5.312], [0.186, 3.427, -5.357], [1.575, 1.762, -6.182], [1.580, 1.948, -4.399], [-1.035, 2.546, -4.874], [0.010, 3.807, -6.350], [0.500, 4.192, -4.636], [-2.268, 2.535, -5.785], [-2.051, 2.361, -6.850], [-2.837, 3.451, -5.681], [-2.947, 1.742, -5.419], [-1.407, 2.551, -3.370], [-0.594, 2.383, -2.636], [-2.122, 1.728, -3.204], [-2.002, 3.433, -3.083], [0.386, -0.748, -0.431], [1.297, 1.505, 1.306], [2.245, 0.453, 1.249], [2.467, 0.103, -0.120], [2.828, 0.081, 2.087], [1.598, 0.961, -0.931], [0.834, 1.783, -0.006], [0.130, 2.561, -0.300], [1.065, 2.086, 2.192], [3.239, -0.552, -0.525], [1.660, 1.064, -2.009], [-2.144, -1.270, 1.594], [-1.951, 0.006, 1.017], [-1.658, -0.188, -0.390], [-2.036, 0.960, 1.536], [-1.600, -1.640, -0.625], [-1.890, -2.276, 0.630], [-1.932, -3.345, 0.824], [-2.502, -1.452, 2.606], [-1.728, 0.532, -1.193], [-1.547, -2.085, -1.626], [0.052, -1.927, -4.930], [-0.222, -1.589, -6.360], [0.567, -2.512, -7.329], [0.039, -0.538, -6.526], [-1.273, -1.658, -6.597], [1.484, -3.315, -6.395], [1.185, -1.932, -8.023], [-0.125, -3.163, -7.899], [1.095, -2.902, -4.978], [2.538, -3.045, -6.532], [1.337, -4.388, -6.575], [1.935, -2.431, -4.437], [0.865, -3.780, -4.364], [0.406, -2.230, 5.312], [0.506, -2.828, 4.006], [-0.579, -3.711, 3.705], [1.113, -2.034, 2.953], [1.423, -2.861, 1.727], [2.050, -4.128, 1.869], [2.228, -4.931, 0.739], [1.817, -4.546, -0.542], [1.243, -3.285, -0.683], [1.113, -2.499, 0.428], [-0.447, -1.532, 5.394], [1.328, -1.689, 5.551], [0.250, -3.032, 6.049], [-1.505, -3.179, 3.420], [-0.333, -4.413, 2.904], [-0.802, -4.280, 4.619], [0.488, -1.147, 2.719], [2.048, -1.642, 3.402], [2.348, -4.454, 2.875], [2.713, -5.895, 0.857], [1.929, -5.169, -1.436], [0.930, -2.879, -1.650]],
  "lowdin_charge": [-0.1250, -0.1599, -0.0566, 0.1151, 0.1124, -0.5357, 0.0940, 0.1077, -0.0289, 0.0862, 0.0723, 0.0880, -0.0096, 0.0747, 0.0785, 0.0853, 0.8307, -0.1771, -0.1770, -0.2321, 0.0802, -0.2844, -0.1866, 0.0769, 0.0745, 0.0881, 0.0583, -0.1697, -0.1211, -0.2764, 0.0874, -0.2587, -0.1300, 0.0936, 0.0721, 0.0571, 0.0870, -0.1286, -0.1558, -0.1637, 0.0891, 0.1013, -0.1726, 0.0993, 0.1054, -0.2302, 0.1044, 0.1042, 0.1169, 0.1079, -0.1170, -0.2879, -0.1068, -0.1739, -0.2303, -0.0665, -0.1292, -0.1128, -0.1644, -0.1887, 0.0794, 0.0771, 0.0727, 0.0605, 0.0787, 0.0767, 0.1095, 0.1110, 0.1078, 0.0783, 0.0861, 0.0709],
  "s_squared": 2.043,
  "spin_multiplicity": 3,
  "charge": -1,
  "e_homo_ev": [-2.18, -3.52],
  "e_above_lowest_kcal_mol": 0.0
}